No. 1
87
Properties=species:S:1:pos:R:3:forces:R:3 method="wB97M-V/def2-TZVPD" e_homo_ev=-8.32 e_lumo_ev=-0.7894 mol_weight_g_mol=745.8 multiplicity=1 gap_ev=7.528
C 2.019 -0.578 0.511 -0.18 1.13 0.50
C 2.423 0.890 0.141 0.78 0.34 -0.72
C 3.721 1.041 -0.551 -1.33 2.00 0.51
C 4.220 2.362 -0.908 -2.23 -0.65 1.21
C 3.389 3.517 -0.563 -0.27 -1.47 0.31
C 2.090 3.371 0.099 1.53 -1.67 -0.63
C 1.572 2.031 0.460 1.63 0.82 -0.89
C 0.159 1.929 1.153 1.08 0.56 -0.68
Si -1.126 1.027 0.082 0.42 0.63 -0.59
N -1.071 -0.779 0.344 -1.24 0.77 1.57
C -1.214 -0.912 1.551 1.99 -0.44 0.75
S -0.945 -1.034 3.149 -0.15 0.25 -1.92
P -3.225 1.595 0.550 -0.86 -0.40 0.76
C -3.599 3.351 -0.019 -0.09 -0.17 -0.82
C -4.244 0.346 -0.470 0.50 -0.35 -0.73
H 1.405 -0.507 1.454 0.54 -0.36 -0.93
H 2.941 -1.156 0.761 -0.82 0.32 -0.42
H 1.414 -1.077 -0.297 0.78 0.43 0.81
H 4.304 0.119 -0.793 -0.55 0.93 0.32
H 5.208 2.465 -1.410 -0.98 0.05 0.47
H 3.805 4.526 -0.815 -0.69 -0.96 0.34
H 1.525 4.307 0.331 0.40 -1.05 -0.18
H -0.195 3.001 1.235 0.14 -1.12 -0.06
H 0.239 1.562 2.203 -0.12 0.03 -1.09
H -0.828 1.323 -1.338 0.18 -0.32 -0.05
H -2.723 3.853 -0.505 -0.71 -0.38 0.49
H -4.411 3.280 -0.800 0.74 0.25 0.91
H -3.943 3.929 0.871 0.26 -0.42 -0.88
H -4.964 0.859 -1.155 0.59 -0.38 0.60
H -4.796 -0.375 0.185 0.43 0.86 -0.44
H -3.548 -0.286 -1.098 -0.79 0.70 0.50
C 6.260 -1.278 -5.945 0.01 0.01 -0.01
C 6.670 -2.066 -4.876 -0.14 0.10 -0.07
C 5.795 -2.333 -3.834 0.14 -0.13 0.13
C 4.510 -1.809 -3.875 0.37 0.12 -0.46
C 4.093 -1.014 -4.934 -0.19 0.10 -0.08
C 4.975 -0.749 -5.972 0.12 -0.11 0.09
N 3.574 -2.110 -2.787 -0.13 -0.08 0.31
O 3.977 -2.794 -1.864 -0.10 0.21 -0.22
O 2.443 -1.661 -2.871 0.37 0.06 0.12
H 6.945 -1.075 -6.761 -0.05 -0.01 0.06
H 7.673 -2.475 -4.858 -0.08 0.01 0.04
H 6.123 -2.948 -3.006 -0.21 0.06 0.01
H 3.093 -0.601 -4.966 0.05 -0.10 0.17
H 4.660 -0.133 -6.805 -0.02 -0.04 0.08
C -0.616 -3.287 -2.872 -0.01 0.05 0.03
C 0.296 -3.430 -3.911 -0.23 -0.17 -0.05
C 0.313 -4.594 -4.666 0.11 0.06 -0.10
C -0.591 -5.607 -4.373 0.00 0.48 0.32
C -1.501 -5.477 -3.333 -0.17 -0.10 0.10
C -1.510 -4.310 -2.580 0.15 0.05 -0.13
N -0.593 -6.829 -5.185 0.01 -0.31 -0.19
O 0.232 -6.919 -6.078 -0.19 0.05 0.22
O -1.420 -7.684 -4.922 0.19 0.21 -0.04
H -0.630 -2.373 -2.287 0.04 -0.07 -0.01
H 0.990 -2.632 -4.133 -0.09 -0.10 -0.03
H 1.027 -4.696 -5.473 -0.14 -0.17 0.01
H -2.203 -6.267 -3.100 0.13 -0.04 -0.17
H -2.217 -4.196 -1.768 0.04 -0.05 -0.06
C -4.030 -2.008 3.167 0.02 -0.16 -0.18
C -4.950 -1.016 2.845 -0.07 -0.19 0.11
C -6.290 -1.179 3.170 -0.05 0.19 -0.06
C -6.697 -2.337 3.820 0.55 0.08 -0.13
C -5.787 -3.336 4.139 0.05 -0.22 0.13
C -4.449 -3.168 3.809 -0.13 0.20 -0.08
N -8.107 -2.501 4.186 -0.34 -0.05 0.08
O -8.882 -1.613 3.874 0.20 -0.20 0.06
O -8.424 -3.514 4.785 0.09 0.23 -0.15
H -2.977 -1.874 2.917 -0.89 -0.23 0.19
H -4.620 -0.113 2.344 -0.01 -0.01 0.13
H -6.998 -0.401 2.915 -0.09 -0.17 0.11
H -6.102 -4.241 4.642 -0.17 0.15 -0.03
H -3.730 -3.940 4.057 -0.07 0.02 0.00
C 1.705 7.402 5.076 0.01 0.02 0.00
C 0.414 6.924 4.888 0.18 -0.04 -0.02
C 0.212 5.619 4.462 -0.22 0.00 0.00
C 1.311 4.802 4.233 0.07 0.59 0.13
C 2.604 5.272 4.411 0.24 -0.07 -0.01
C 2.799 6.580 4.834 -0.20 0.01 0.00
N 1.101 3.415 3.807 -0.01 -0.27 0.00
O -0.048 3.037 3.640 0.24 0.42 0.67
O 2.084 2.715 3.646 -0.25 0.12 0.08
H 1.860 8.421 5.414 -0.01 -0.07 -0.03
H -0.436 7.569 5.076 0.03 -0.08 -0.03
H -0.797 5.256 4.318 0.15 -0.15 -0.02
H 3.462 4.638 4.228 -0.20 -0.10 -0.04
H 3.804 6.957 4.980 -0.05 -0.07 -0.02

***

No. 2
93
Properties=species:S:1:pos:R:3:forces:R:3 method="wB97M-V/def2-TZVPD" e_homo_ev=-1.52 relative_energy_ev=0.000 e_lumo_ev=3.4423 mol_weight_g_mol=1029.4 multiplicity=1 gap_ev=4.965 charge=-2
Y 0.861 0.096 0.209 0.51 0.11 0.10
O 4.372 -2.827 0.178 0.09 -0.05 0.02
C 3.618 -1.895 -0.129 -0.19 0.16 0.35
N 2.953 -1.047 0.656 0.09 -0.21 0.25
C 3.009 -1.349 2.050 -0.01 -0.06 -0.26
C 4.131 -1.173 2.845 -0.02 -0.03 -0.06
C 4.082 -1.481 4.200 0.01 0.02 -0.06
C 2.914 -1.986 4.756 -0.09 -0.01 -0.12
C 1.782 -2.169 3.966 0.06 -0.01 -0.06
C 1.816 -1.828 2.614 0.07 0.05 0.06
N 0.722 -1.824 1.724 -0.15 -0.05 0.10
C -0.208 -2.764 1.781 0.09 0.11 -0.04
O -0.350 -3.709 2.572 -0.04 0.01 -0.01
C -1.250 -2.601 0.685 0.00 0.11 -0.08
C -2.313 -3.491 0.643 -0.11 -0.03 -0.07
C -3.319 -3.302 -0.289 0.06 -0.06 0.10
C -3.236 -2.220 -1.149 -0.03 0.00 -0.02
C -2.140 -1.386 -1.050 0.34 0.02 0.04
N -1.147 -1.571 -0.169 -0.21 0.10 -0.05
C 3.413 -1.620 -1.596 0.01 0.19 -0.01
C 4.397 -2.039 -2.485 0.05 -0.01 -0.12
C 4.309 -1.663 -3.809 -0.03 0.00 0.04
C 3.235 -0.873 -4.199 0.09 -0.06 0.10
C 2.289 -0.532 -3.254 -0.27 0.01 0.09
N 2.347 -0.917 -1.973 -0.17 0.06 -0.09
H 5.034 -0.786 2.389 -0.01 -0.01 0.02
H 4.958 -1.329 4.819 -0.02 0.00 -0.02
H 2.879 -2.239 5.809 -0.01 0.00 0.00
H 0.875 -2.584 4.384 0.02 0.02 -0.02
H -2.315 -4.291 1.370 -0.01 -0.01 0.00
H -4.164 -3.980 -0.334 0.01 0.00 0.01
H -4.004 -2.005 -1.880 0.01 -0.01 0.02
H -2.050 -0.534 -1.710 0.03 -0.09 0.07
H 5.210 -2.628 -2.084 0.00 0.00 -0.01
H 5.072 -1.954 -4.522 0.01 0.00 0.00
H 3.141 -0.504 -5.209 0.05 -0.01 0.04
H 1.440 0.089 -3.520 0.12 -0.13 0.07
S 7.037 4.294 1.508 -0.12 -0.04 -0.02
C 5.550 3.577 1.201 0.16 0.03 0.02
S 4.496 2.988 2.405 -0.01 0.00 0.19
C 3.190 2.426 1.389 -0.06 -0.06 0.38
C 3.390 2.579 0.066 0.09 0.00 -0.38
S 2.312 2.133 -1.220 -0.03 0.03 -0.02
S 4.916 3.318 -0.363 0.03 0.03 -0.16
S 1.778 1.773 2.172 -0.05 0.01 0.04
C 0.059 3.207 -4.041 -0.04 0.11 -0.04
N 0.185 2.375 -5.236 -0.06 0.22 -0.08
C -0.072 3.115 -6.468 0.08 -0.01 0.13
C -0.203 1.066 -5.157 0.09 0.02 0.13
S -1.065 0.487 -3.856 -0.21 -0.13 -0.22
N 0.215 0.274 -6.185 0.07 -0.15 -0.20
C 1.433 0.554 -6.935 -0.19 0.02 -0.01
C -0.248 -1.099 -6.293 0.04 0.07 0.04
H 0.635 4.116 -4.213 0.00 0.01 0.01
H 0.463 2.709 -3.165 0.03 -0.02 -0.01
H -0.984 3.466 -3.840 -0.04 0.01 0.01
H -1.039 3.627 -6.402 0.01 0.00 0.04
H -0.098 2.460 -7.331 -0.01 -0.07 -0.02
H 0.702 3.869 -6.623 0.01 -0.01 0.01
H 1.941 1.419 -6.519 0.01 0.02 0.03
H 1.227 0.735 -7.994 -0.03 0.02 -0.01
H 2.100 -0.306 -6.865 -0.04 -0.05 -0.07
H -1.257 -1.180 -5.901 0.01 0.02 -0.01
H 0.395 -1.777 -5.723 -0.01 0.00 0.02
H -0.232 -1.392 -7.345 0.02 0.02 -0.01
O -3.171 1.288 0.077 -0.01 0.01 -0.02
Cl -2.241 1.923 -0.877 0.04 -0.03 0.17
O -2.416 3.370 -0.838 0.00 0.01 -0.02
O -1.856 2.293 2.730 -0.04 -0.02 0.05
O -0.843 1.641 -0.360 -0.11 -0.28 -0.25
C -2.938 2.697 3.530 0.02 0.03 -0.07
As -1.226 0.624 2.688 0.02 0.09 0.01
C -0.622 0.501 4.544 0.02 -0.11 -0.09
C -2.813 -0.580 2.779 -0.23 0.07 0.11
C -3.825 -0.451 3.882 0.11 -0.05 -0.08
C -5.069 0.143 3.652 0.01 -0.02 0.06
C -6.007 0.265 4.669 0.10 -0.04 -0.01
C -5.725 -0.211 5.946 0.05 0.00 -0.09
C -4.501 -0.822 6.185 0.07 0.01 -0.14
C -3.564 -0.944 5.163 -0.14 0.05 0.05
H -2.985 2.176 4.491 0.01 -0.04 0.06
H -3.888 2.541 3.010 0.00 0.00 -0.02
H -2.825 3.766 3.725 0.01 0.02 0.00
H -1.396 0.805 5.246 -0.05 0.02 0.05
H 0.252 1.144 4.633 0.02 0.03 -0.01
H -0.314 -0.525 4.752 -0.01 0.03 -0.02
H -2.338 -1.563 2.829 -0.02 0.01 0.03
H -3.285 -0.477 1.799 0.03 -0.01 0.05
H -5.288 0.521 2.659 0.00 0.00 0.02
H -6.962 0.736 4.464 0.01 0.00 0.00
H -6.454 -0.114 6.741 0.00 0.00 -0.01
H -4.271 -1.209 7.171 0.00 0.00 -0.01
H -2.617 -1.434 5.355 0.00 0.00 0.00